1.
Density functional theory data (ωB97M-V with the def2-TZVPD basis set) for a cluster of 4 separate species, C16H23N4O4S in total.

Each line ends with the Löwdin charge.
Element x y z (Å)
C 2.6414 -2.1202 -2.2198  0.007
C 2.5025 -0.6195 -2.2834  -0.587
O 3.4048 0.1474 -2.0499  0.079
O 1.2564 -0.2380 -2.6013  -0.041
C 0.5172 0.3591 -1.4190  -0.314
N -0.8558 0.2532 -1.5553  -0.197
S -1.4864 -1.0564 -0.9591  0.456
C -2.3775 -1.7476 -2.3335  -0.179
O -2.4934 -0.7961 0.0560  -0.382
O -0.4894 -2.0678 -0.5874  -0.395
H 2.2584 -2.5619 -3.1411  0.083
H 2.0108 -2.4954 -1.4088  0.076
H 3.6837 -2.3973 -2.0655  0.075
H 0.8421 1.4004 -1.3794  0.115
H 0.9134 -0.1828 -0.5527  0.071
H -2.9804 -2.5810 -1.9676  0.034
H -3.0040 -0.9894 -2.7976  0.053
H -1.6290 -2.1060 -3.0410  0.053
N 1.5844 0.5965 1.9558  0.028
C 0.9205 1.1543 3.0080  -0.125
C 1.6382 2.2466 3.4240  -0.130
C 2.7759 2.3489 2.5715  -0.144
C 2.7069 1.3154 1.6714  -0.121
H 1.2738 -0.2114 1.4419  0.135
H -0.0042 0.7340 3.3640  0.112
H 1.3766 2.8999 4.2410  0.086
H 3.5567 3.0919 2.6171  0.084
H 3.3526 1.0397 0.8538  0.109
N -4.1169 -5.8333 -2.4749  0.002
C -3.5040 -5.6345 -1.2695  -0.134
C -4.2609 -6.2505 -0.3091  -0.110
C -5.3748 -6.8452 -0.9646  -0.122
C -5.2581 -6.5679 -2.3012  -0.155
H -3.7807 -5.4804 -3.3519  0.142
H -2.5895 -5.0690 -1.1993  0.110
H -4.0441 -6.2644 0.7457  0.089
H -6.1733 -7.4051 -0.5061  0.083
H -5.8874 -6.8264 -3.1355  0.098
N 1.9986 5.5452 2.1787  0.019
C 3.0427 6.2386 1.6402  -0.145
C 2.8215 7.5746 1.8591  -0.125
C 1.5881 7.6869 2.5572  -0.125
C 1.1071 6.4147 2.7359  -0.143
H 1.8994 4.5415 2.1629  0.101
H 3.8509 5.7272 1.1455  0.105
H 3.4679 8.3793 1.5494  0.082
H 1.1084 8.5941 2.8858  0.082
H 0.2084 6.0579 3.2095  0.105

Forces on atoms 1 to 6 (eV/Å):
0.19 -0.01 -0.11
-0.28 -0.22 -0.12
0.07 0.11 0.19
0.04 -0.21 0.00
0.05 0.44 0.17
-0.02 -0.06 0.10

Summary:
E_tot   -41951.3365 eV
Kohn-Sham gap   0.2933 hartree
LUMO energy   2.7 eV
Total charge   -1

***

2.
Density functional theory data (ωB97M-V with the def2-TZVPD basis set) for a cluster of 2 separate species, C2H3NS2 in total at a distorted geometry.

Each line ends with the Löwdin charge.
Element x y z (Å)
N -0.0008 0.1000 2.2478  0.108
C -0.3536 0.8441 1.3784  -0.995
S -0.6977 2.0767 0.4976  0.712
H -0.0067 -0.8870 2.3990  0.064
C 0.2940 -0.4764 -1.7345  -0.541
S -0.1069 -1.3010 -0.4166  0.643
H 1.3106 -0.4710 -2.1060  0.005
H -0.4389 0.1145 -2.2658  0.003

Forces on atoms 1 to 6 (eV/Å):
-0.07 0.07 -0.24
0.34 0.15 1.40
-0.32 0.56 -0.67
-0.04 -0.20 -0.04
-0.07 -0.35 0.55
0.15 -0.39 -0.75

Summary:
E_tot   -25281.4837 eV
Relative energy (zero: lowest compared OMol25 entry of this formula, charge and spin)   25.1 kcal per mole
Kohn-Sham gap   0.3108 hartree
LUMO energy   -0.6 eV
Total charge   0

***

3.
Density functional theory data (ωB97M-V with the def2-TZVPD basis set) for a structure of composition C11H26BBr2N2O8SSi at a distorted geometry.

Each line ends with the Löwdin charge.
Element x y z (Å)
C 3.7760 2.7768 3.3578  -0.067
O 2.8678 3.2567 2.3387  -0.019
B 3.0783 2.7462 1.0991  -0.712
O 4.3619 2.7425 0.6246  0.144
Si 1.5928 2.0405 -0.0663  0.693
C -0.0994 2.7268 0.3815  -0.230
C -0.6327 2.3045 1.7734  -0.237
C -1.8662 1.4017 1.6405  -0.248
S -3.4136 2.2619 1.4631  0.563
O -4.4171 1.2589 1.4325  -0.281
O -3.5652 3.2704 2.4335  -0.233
O -3.3536 2.9068 -0.0002  -0.137
C 1.9855 2.7139 -1.8367  -0.275
O 0.7780 3.2115 -2.4358  -0.188
N 0.8130 4.6081 -2.5268  -0.041
O -0.2607 5.0476 -2.5187  0.082
C 1.6120 0.1280 -0.2280  -0.722
Br 0.4986 -0.2927 -1.8170  0.723
C 1.0390 -0.6417 0.9480  -0.833
C 1.1251 -2.1470 0.7270  -0.192
Br 2.0196 -0.2483 2.5822  0.853
H 4.5283 3.5232 3.5842  0.096
H 4.2796 1.8756 3.0365  0.067
H 3.1744 2.5815 4.2351  0.090
H 4.3954 2.4697 -0.3068  0.095
H 0.0018 3.8078 0.3665  0.095
H -0.7976 2.4726 -0.4050  0.050
H -0.9680 3.2050 2.2779  0.111
H 0.1190 1.8581 2.4116  0.063
H -1.7466 0.8214 0.7263  0.079
H -1.9487 0.6727 2.4345  0.114
H -2.9633 2.2171 -0.5688  0.088
H 2.7428 3.4946 -1.8188  0.082
H 2.3645 1.9112 -2.4639  0.063
H 2.6085 -0.2486 -0.4235  0.071
H -0.0079 -0.4276 1.1131  0.060
H 2.1352 -2.4702 0.5029  0.089
H 0.4102 -2.4571 -0.0221  0.004
H 0.8233 -2.6319 1.6506  0.071
C -2.4392 -3.3316 -1.9162  0.045
C -1.3936 -4.3195 -1.5312  -0.393
O -0.5704 -4.1863 -0.6913  0.177
N -1.3733 -5.6592 -2.2294  0.093
C -2.6539 -6.4501 -2.0993  0.039
H -3.2577 -3.3780 -1.1959  0.121
H -1.9952 -2.3378 -1.9022  0.078
H -2.8328 -3.5300 -2.9142  0.100
H -1.1589 -5.5095 -3.2192  0.191
H -0.5804 -6.1404 -1.7964  0.186
H -3.3105 -6.1883 -2.9221  0.109
H -3.1191 -6.2117 -1.1475  0.115
H -2.4054 -7.5059 -2.1376  0.111

Forces on atoms 1 to 6 (eV/Å):
-0.18 0.65 -0.11
-0.04 -0.82 0.35
0.10 0.28 0.11
0.08 -0.34 -0.70
-0.10 0.78 -0.56
0.51 -0.49 0.59

Summary:
E_tot   -190655.0103 eV
Relative energy (zero: lowest compared OMol25 entry of this formula, charge and spin)   0.0 kcal per mole
Kohn-Sham gap   0.2740 hartree
LUMO energy   -4.1 eV
Total charge   +1

***

4.
Density functional theory data (ωB97M-V with the def2-TZVPD basis set) for a cluster of 2 separate species, C4H12 in total at a distorted geometry.

Each line ends with the Löwdin spin population.
Element x y z (Å)
C 1.2474 1.1561 1.2076  0.013
C 0.0404 1.8051 0.6028  0.024
H 2.1373 1.7729 1.2061  0.000
H 1.0858 0.7868 2.2302  0.006
H 1.4509 0.2315 0.6469  0.005
H -0.8310 1.1564 0.7432  -0.001
H 0.1744 2.0253 -0.4598  0.011
H -0.1960 2.7558 1.1055  0.007
C -0.8756 -1.8572 -0.3306  0.276
C -0.4510 -1.0515 -1.5072  0.300
H -1.2075 -1.2925 0.5513  0.043
H -1.6051 -2.6309 -0.5583  0.003
H 0.1145 -2.2605 0.0567  0.131
H -1.2209 -1.2015 -2.2863  0.056
H -0.3114 -0.0066 -1.1526  0.048
H 0.4477 -1.3893 -2.0555  0.076

Forces on atoms 1 to 6 (eV/Å):
0.23 -1.05 0.12
-0.53 0.33 0.64
0.10 0.08 -0.10
-0.11 0.38 -0.10
0.40 0.10 -0.01
-0.10 0.17 -0.15

Summary:
<S²>   0.75
E_tot   -4330.8007 eV
Relative energy (zero: lowest compared OMol25 entry of this formula, charge and spin)   9.9 kcal per mole
Kohn-Sham gap (alpha / beta)   0.4559 / 0.1490 hartree
Spin multiplicity   2
LUMO energy (alpha / beta)   -3.3 / -11.5 eV
Total charge   +1

***

5.
Density functional theory data (ωB97M-V with the def2-TZVPD basis set) for a cluster of 12 separate species, C4H32N8O12 in total at a distorted geometry.

Each line ends with the Löwdin charge.
Element x y z (Å)
N -6.8113 0.7374 2.4281  0.145
C -5.8309 1.4695 1.9502  -0.770
N -4.9517 1.5891 2.8903  0.149
O -5.6819 1.8785 0.7959  0.028
H -7.6769 0.6377 1.9174  0.118
H -6.7942 0.3973 3.3789  0.102
H -5.2336 1.3057 3.8178  0.105
H -4.1343 2.1633 2.7415  0.127
N 2.5089 -2.9692 -5.5920  0.175
C 1.2990 -3.0326 -5.1831  -0.908
N 0.7902 -4.1604 -5.1677  0.185
O 0.6866 -2.0519 -4.8690  0.042
H 2.8763 -3.7515 -6.1146  0.119
H 2.7195 -2.0052 -5.8077  0.128
H 1.4804 -4.8955 -5.1103  0.124
H -0.0870 -4.2516 -4.6754  0.136
N 0.0448 -7.6708 -0.5074  0.158
C 0.6417 -7.4122 0.6214  -0.772
N 0.0784 -6.4086 1.2193  0.144
O 1.4790 -8.0774 1.2380  0.015
H -0.6794 -7.0502 -0.8400  0.104
H 0.1336 -8.5087 -1.0642  0.120
H -0.8240 -6.0501 0.9416  0.106
H 0.3920 -6.1765 2.1509  0.124
N 0.7979 0.6290 -0.2039  0.172
C 1.2472 1.6669 0.4004  -0.838
N 1.6849 2.5153 -0.4489  0.155
O 1.1423 1.9335 1.5814  0.038
H 0.7887 0.5913 -1.2132  0.117
H 0.6264 -0.1881 0.3644  0.125
H 2.0517 3.3869 -0.0941  0.124
H 2.0669 2.2309 -1.3396  0.112
O 4.8351 -1.4121 1.4636  -0.050
H 4.3476 -0.7206 1.0160  0.022
H 4.8483 -2.1385 0.8403  0.029
O 2.6180 7.5011 -3.4397  -0.055
H 2.0883 6.9928 -4.0539  0.028
H 2.9584 8.2282 -3.9609  0.031
O 0.5507 3.4367 6.5064  -0.053
H 0.4067 3.3396 5.5651  0.028
H -0.0674 4.1166 6.7748  0.024
O -2.3054 -2.1753 3.6242  -0.051
H -2.4989 -2.2665 2.6912  0.026
H -2.8738 -1.4636 3.9187  0.022
O -2.1561 4.4639 -2.3548  -0.047
H -2.1091 5.4144 -2.4575  0.026
H -1.2812 4.2108 -2.0606  0.017
O 4.3117 -0.3082 5.8539  -0.052
H 4.3933 -1.2350 6.0789  0.026
H 4.4201 -0.2815 4.9032  0.023
O 3.4736 9.0954 0.4641  -0.053
H 3.1817 8.6315 -0.3207  0.020
H 4.3463 8.7438 0.6402  0.028
O -3.5966 0.1342 -3.8891  -0.049
H -4.0541 -0.6922 -4.0440  0.025
H -2.6685 -0.0872 -3.9656  0.023

Forces on atoms 1 to 6 (eV/Å):
-4.09 -2.02 0.14
0.24 0.59 -3.70
3.88 1.16 3.09
-0.66 -0.16 0.87
0.32 -0.02 0.05
-0.24 0.11 -0.46

Summary:
E_tot   -41158.3606 eV
Relative energy (zero: lowest compared OMol25 entry of this formula, charge and spin)   109.8 kcal per mole
Kohn-Sham gap   0.3502 hartree
LUMO energy   -0.2 eV
Total charge   0

***

6.
Density functional theory data (ωB97M-V with the def2-TZVPD basis set) for a structure of composition C16H27IrO6S5.

Each line ends with the Löwdin spin population.
Element x y z (Å)
Ir -0.0487 -0.9648 -0.7586  0.846
C 0.7754 -1.4625 2.3398  0.003
C -0.7083 -1.2225 2.1623  0.000
O -1.1034 -1.7365 0.8709  -0.001
C -2.5344 -1.9296 0.7193  0.000
C -2.7850 -2.4188 -0.6874  0.002
O -2.2424 -1.4868 -1.6361  0.063
C -3.0304 -0.2962 -1.7582  0.003
C -2.1713 0.7055 -2.4577  0.003
O -0.9832 0.8937 -1.6384  0.007
C 0.0879 1.5450 -2.3523  0.000
C 0.7797 0.5536 -3.2516  0.000
O 1.1355 -0.5825 -2.4196  -0.003
C 1.2179 -1.8520 -3.1299  0.002
C 1.8423 -2.8170 -2.1701  0.002
O 1.0074 -2.8938 -0.9803  0.016
C 1.7705 -3.3411 0.1715  0.001
C 2.4690 -2.1482 0.7831  0.002
O 1.4797 -1.1639 1.1234  0.046
H 0.9543 -2.4982 2.6294  0.000
H 1.1562 -0.8174 3.1333  0.000
H -0.9775 -0.1650 2.2131  0.000
H -1.2562 -1.7708 2.9301  0.000
H -3.0306 -0.9801 0.9270  0.000
H -2.8565 -2.6693 1.4526  0.000
H -3.8574 -2.5458 -0.8491  0.001
H -2.2841 -3.3674 -0.8724  0.000
H -3.2854 0.0960 -0.7709  0.000
H -3.9494 -0.5030 -2.3086  0.002
H -2.6812 1.6637 -2.5576  0.000
H -1.8830 0.3401 -3.4440  0.000
H 0.7670 1.9229 -1.5895  0.000
H -0.3034 2.3832 -2.9310  0.000
H 1.6936 0.9683 -3.6758  0.000
H 0.1344 0.2062 -4.0596  0.000
H 1.8385 -1.7338 -4.0185  0.000
H 0.2058 -2.1490 -3.4166  0.001
H 2.8340 -2.4589 -1.8909  0.000
H 1.9271 -3.8114 -2.6086  0.000
H 2.4715 -4.1173 -0.1351  0.001
H 1.0415 -3.7831 0.8477  0.000
H 3.1246 -1.6599 0.0635  0.000
H 3.0626 -2.4231 1.6557  0.001
C 2.9014 3.5212 2.0101  0.000
S 2.2652 5.0405 2.7310  0.000
C 0.6372 4.9174 3.0976  0.000
C -0.3893 3.9072 2.6694  0.000
S -0.1749 2.6572 1.6460  0.000
S -1.9573 4.2089 3.3236  0.000
C -1.6434 5.7152 4.1734  0.000
S -2.6983 6.5787 4.9841  0.000
S 0.0717 6.1889 4.0574  0.000
H 3.9704 3.7287 1.9573  0.000
H 2.4955 3.3462 1.0213  0.000
H 2.7172 2.6815 2.6743  0.000

Forces on atoms 1 to 6 (eV/Å):
-0.04 -0.61 -0.78
0.03 -0.01 0.01
-0.10 0.07 0.00
0.02 0.04 0.06
0.04 -0.04 0.05
0.05 0.08 0.04

Summary:
<S²>   0.75
E_tot   -86298.8584 eV
Relative energy (zero: lowest compared OMol25 entry of this formula, charge and spin)   0.0 kcal per mole
Kohn-Sham gap   0.2242 hartree
Spin multiplicity   2
LUMO energy   -10.8 eV
Total charge   +3

***

Please write out number 2 again, unchanged.
Density functional theory data (ωB97M-V with the def2-TZVPD basis set) for a cluster of 2 separate species, C2H3NS2 in total at a distorted geometry.

Each line ends with the Löwdin charge.
Element x y z (Å)
N -0.0008 0.1000 2.2478  0.108
C -0.3536 0.8441 1.3784  -0.995
S -0.6977 2.0767 0.4976  0.712
H -0.0067 -0.8870 2.3990  0.064
C 0.2940 -0.4764 -1.7345  -0.541
S -0.1069 -1.3010 -0.4166  0.643
H 1.3106 -0.4710 -2.1060  0.005
H -0.4389 0.1145 -2.2658  0.003

Forces on atoms 1 to 6 (eV/Å):
-0.07 0.07 -0.24
0.34 0.15 1.40
-0.32 0.56 -0.67
-0.04 -0.20 -0.04
-0.07 -0.35 0.55
0.15 -0.39 -0.75

Summary:
E_tot   -25281.4837 eV
Relative energy (zero: lowest compared OMol25 entry of this formula, charge and spin)   25.1 kcal per mole
Kohn-Sham gap   0.3108 hartree
LUMO energy   -0.6 eV
Total charge   0

***

Among the records above, which one has the highest E_tot? C4H12